The following is a quantum chemistry calculation of a gas-phase ion, C5H11O (charge +1), from the OMol25 dataset.

Gap between HOMO and LUMO = 13.127 eV
Charge = +1

```
17
C5H11O (ωB97M-V/def2-TZVPD)
C 0.109 -0.706 0.555
C 0.164 0.846 0.504
C 1.087 -1.497 -0.186
C 1.323 1.459 -0.197
C -2.236 -0.095 -0.079
O -0.764 0.038 -0.347
H -0.476 -1.130 1.317
H -0.207 1.418 1.396
H 0.891 -2.458 -0.580
H 2.001 -1.639 0.284
H 1.190 -1.074 -1.198
H 1.561 0.815 -1.117
H 2.128 1.757 0.365
H 0.885 2.402 -0.453
H -2.668 0.804 -0.328
H -2.598 -0.666 -0.886
H -2.390 -0.272 0.949
```

***

The following is a quantum chemistry calculation of C5H12N2S in the gas phase, from the OMol25 dataset.

Gap between HOMO and LUMO = 8.651 eV
SMILES = CNC(=S)C(C)(C)N
Charge = 0

```
20
C5H12N2S (ωB97M-V/def2-TZVPD)
C -1.696 1.202 1.190
N -0.994 1.453 -0.063
C -0.146 0.799 -0.819
S 0.285 1.429 -2.285
C 0.424 -0.601 -0.310
C 1.575 -0.129 0.729
C 0.999 -1.340 -1.474
N -0.475 -1.529 0.385
H -2.523 0.572 1.036
H -2.107 2.061 1.669
H -1.016 0.788 1.954
H -1.095 2.466 -0.441
H 1.916 -1.024 1.279
H 1.307 0.671 1.442
H 2.409 0.325 0.125
H 0.196 -1.350 -2.296
H 1.251 -2.345 -1.088
H 1.829 -0.774 -1.923
H -1.282 -1.689 -0.231
H -0.858 -0.986 1.121
```

***

The following is a quantum chemistry calculation of 3 unconnected molecules or ions with the total composition C4H10N2OS, from the OMol25 dataset.

Gap between HOMO and LUMO = 6.036 eV
Charge = 0

```
18
C4H10N2OS (ωB97M-V/def2-TZVPD)
O 1.149 1.085 -1.941
C 0.736 0.281 -1.107
N 0.143 0.886 0.058
C -0.562 0.344 1.203
C -1.902 1.053 1.396
S 0.127 0.144 4.251
C 0.731 -1.125 -1.495
N 1.698 -1.375 -2.573
H 0.617 1.736 0.311
H -0.069 0.436 2.233
H -0.734 -0.767 1.059
H -2.497 1.114 0.496
H -1.695 2.131 1.644
H -2.384 0.575 2.264
H -0.253 -1.621 -1.633
H 1.531 -1.874 0.044
H 1.600 -2.332 -2.919
H 1.764 -0.691 -3.292
```

***

The following is a quantum chemistry calculation of a molecular structure, C32H21BrF5N3O4RuS4, from the OMol25 dataset.

Gap between HOMO and LUMO (spin up / spin down) = 7.247 / 5.415 eV
Spin multiplicity = 6
<S²> = 8.7691
Charge = -1

```
71
C32H21BrF5N3O4RuS4 (ωB97M-V/def2-TZVPD)
Ru -0.049 0.819 0.302
Br -3.061 2.912 1.753
C -2.633 3.275 -0.060
C -3.442 4.157 -0.757
C -3.165 4.356 -2.099
C -2.086 3.703 -2.670
C -1.311 2.881 -1.871
N -1.587 2.665 -0.584
C -0.025 2.246 -2.411
O 0.110 2.167 -3.627
O 0.808 1.925 -1.504
H -4.263 4.648 -0.256
H -3.788 5.018 -2.686
H -1.824 3.810 -3.713
O 1.281 -1.088 1.166
S 2.560 -1.254 1.920
C 3.588 -2.496 0.978
C 3.348 -2.475 -0.523
C 2.109 -3.266 -0.933
C 1.804 -3.097 -2.412
S 0.834 -1.524 -2.698
O 0.974 -0.729 -1.453
C -0.769 -2.346 -2.563
C -1.355 -2.477 -1.318
C -2.590 -3.098 -1.213
C -3.223 -3.577 -2.351
C -2.632 -3.427 -3.600
C -1.398 -2.805 -3.710
C 3.683 0.074 1.429
C 4.689 0.427 2.315
C 5.554 1.458 1.984
C 5.406 2.123 0.773
C 4.394 1.765 -0.103
C 3.524 0.735 0.225
H 3.362 -3.474 1.409
H 4.615 -2.232 1.229
H 4.225 -2.889 -1.033
H 3.237 -1.442 -0.851
H 1.262 -2.918 -0.342
H 2.260 -4.326 -0.710
H 1.198 -3.908 -2.815
H 2.719 -3.014 -3.003
H -0.850 -2.086 -0.445
H -3.057 -3.201 -0.241
H -4.185 -4.066 -2.266
H -3.144 -3.784 -4.484
H -0.926 -2.672 -4.677
H 4.768 -0.087 3.266
H 6.331 1.757 2.675
H 6.075 2.935 0.519
H 4.255 2.293 -1.038
H 2.726 0.471 -0.459
S 0.737 2.489 1.880
C 0.378 2.198 3.568
S 1.071 0.814 4.225
C -0.306 3.166 4.288
C -0.605 2.998 5.663
N -0.842 2.891 6.786
C -0.692 4.394 3.690
N -0.981 5.409 3.222
F -3.155 0.501 -1.353
C -3.211 -0.079 -0.134
C -2.079 -0.132 0.661
C -2.257 -0.808 1.859
F -1.222 -0.914 2.706
C -3.444 -1.405 2.249
F -3.535 -2.104 3.387
C -4.550 -1.293 1.425
F -5.708 -1.867 1.766
C -4.434 -0.614 0.227
F -5.503 -0.510 -0.579
```

***

The following is a quantum chemistry calculation of 2 unconnected molecules or ions with the total composition C4H8NO4, from the OMol25 dataset.

Gap between HOMO and LUMO = 8.816 eV
Charge = +1

```
17
C4H8NO4 (ωB97M-V/def2-TZVPD)
C -1.565 -0.200 0.418
C -0.701 0.991 0.571
C -2.366 -0.304 -0.907
C 0.979 -0.138 0.058
N 2.092 0.773 0.539
O -1.345 -1.066 1.244
O -0.357 2.057 0.934
O 0.997 0.009 -1.312
O 1.050 -1.380 0.579
H -2.576 -1.362 -0.825
H -3.116 0.406 -1.112
H -1.545 -0.149 -1.562
H 2.230 0.585 1.553
H 1.946 1.774 0.248
H 3.022 0.651 0.232
H 1.087 -0.966 -1.758
H 0.168 -1.683 1.101
```

***

The following is a quantum chemistry calculation of 4 unconnected molecules or ions with the total composition C25H33N4O4, from the OMol25 dataset.

Gap between HOMO and LUMO = 6.579 eV
Charge = +1

```
66
C25H33N4O4 (ωB97M-V/def2-TZVPD)
C -2.071 -4.029 4.507
C -1.915 -4.705 3.010
O -0.774 -5.675 2.922
C 0.447 -4.919 3.240
C 1.834 -5.547 2.633
O 2.344 -4.885 1.423
C 2.691 -3.470 1.668
O 4.019 -3.068 1.179
C 4.327 -1.688 1.683
O 5.584 -1.219 1.627
C 3.170 -0.656 2.272
C 2.908 -0.324 3.855
C 1.663 0.708 4.258
N 0.740 1.363 3.225
C 0.937 1.099 1.717
C -0.051 1.750 0.562
C -1.132 0.722 -0.190
C -2.158 1.174 -1.389
C -2.132 2.743 -1.878
C -1.076 3.761 -1.134
C -0.035 3.313 0.059
C 2.153 0.089 1.186
C 2.351 -0.176 -0.424
C 3.230 1.131 -0.988
H -1.429 -3.023 4.481
H -3.165 -3.697 4.776
H -1.557 -4.705 5.325
H -1.807 -3.819 2.222
H -2.956 -5.210 2.769
H 0.561 -4.953 4.428
H 0.244 -3.799 2.967
H 1.588 -6.670 2.322
H 2.631 -5.635 3.505
H 1.800 -2.834 1.193
H 2.729 -3.350 2.855
H 3.562 -0.825 4.688
H 1.454 0.970 5.392
H -0.064 1.993 3.527
H -1.156 -0.431 0.116
H -2.901 0.453 -1.947
H -2.873 3.076 -2.730
H -1.049 4.910 -1.447
H 0.717 4.064 0.556
H 2.965 -1.138 -0.692
H 1.354 -0.221 -1.034
H 3.231 1.950 -0.119
H 4.331 0.819 -1.230
H 2.721 1.600 -1.932
C 1.085 6.634 -3.020
C 1.844 5.622 -2.176
N 2.474 4.783 -1.476
H 1.444 7.644 -2.803
H 1.237 6.422 -4.082
H 0.017 6.579 -2.794
C -1.904 1.379 -6.088
C -2.525 2.675 -5.594
N -3.041 3.750 -5.184
H -1.942 0.622 -5.299
H -2.451 1.012 -6.961
H -0.860 1.549 -6.368
C -5.869 0.954 -3.500
C -4.985 0.280 -4.537
N -4.252 -0.279 -5.398
H -6.087 0.257 -2.687
H -5.360 1.831 -3.091
H -6.809 1.269 -3.960
```

***

The following is a quantum chemistry calculation of a molecular structure, C31H30N4O8PSScSe2, from the OMol25 dataset.

Gap between HOMO and LUMO = 6.697 eV
Charge = -2

```
78
C31H30N4O8PSScSe2 (ωB97M-V/def2-TZVPD)
Sc 0.637 1.016 1.324
O 3.200 4.403 1.489
C 2.185 3.736 1.647
O 2.023 2.516 1.286
C 1.033 4.431 2.356
C 1.333 5.248 3.441
C 0.296 5.855 4.121
C -1.004 5.657 3.680
C -1.198 4.857 2.567
N -0.209 4.249 1.917
H 2.366 5.375 3.732
H 0.495 6.466 4.994
H -1.852 6.088 4.197
H -2.199 4.675 2.188
Se 1.947 0.447 -1.179
P 0.817 -0.209 -2.887
Se -0.849 0.939 -3.641
C 0.312 -1.965 -2.675
C -0.992 -2.392 -2.864
C -1.318 -3.731 -2.672
C -0.345 -4.643 -2.290
C 0.964 -4.215 -2.100
C 1.288 -2.881 -2.289
C 2.024 -0.415 -4.278
C 1.545 -0.859 -5.512
C 2.413 -1.076 -6.569
C 3.777 -0.844 -6.413
C 4.257 -0.395 -5.194
C 3.385 -0.184 -4.128
H -1.747 -1.665 -3.136
H -2.345 -4.055 -2.798
H -0.606 -5.682 -2.124
H 1.726 -4.918 -1.784
H 2.300 -2.533 -2.110
H 0.479 -1.018 -5.636
H 2.026 -1.422 -7.521
H 4.457 -1.012 -7.241
H 5.317 -0.209 -5.064
H 3.749 0.168 -3.171
C 0.097 -5.906 3.809
C -0.453 -4.758 3.006
C -1.655 -4.148 3.354
C -2.104 -3.022 2.677
C -1.341 -2.499 1.640
C -0.156 -3.113 1.260
C 0.273 -4.240 1.938
S -1.770 -0.953 0.897
O -0.919 -0.823 -0.271
O -3.204 -0.997 0.686
N -1.281 0.171 1.859
C -1.877 0.450 3.148
C -1.016 1.507 3.844
O -1.485 2.094 4.816
O 0.151 1.674 3.331
H -0.691 -6.423 4.359
H 0.828 -5.535 4.532
H 0.607 -6.631 3.172
H -2.236 -4.548 4.179
H -3.045 -2.555 2.937
H 0.425 -2.681 0.456
H 1.214 -4.704 1.660
H -1.890 -0.427 3.809
H -2.900 0.823 3.071
C -0.935 4.386 -1.473
N -1.972 3.413 -1.178
C -3.221 3.522 -1.893
C -1.654 2.277 -0.551
O -0.535 2.047 -0.119
H -0.557 4.229 -2.486
H -0.122 4.257 -0.764
H -1.351 5.391 -1.376
H -3.058 3.441 -2.971
H -3.697 4.481 -1.674
H -3.889 2.718 -1.586
H -2.470 1.550 -0.451
O 2.387 -2.231 3.717
C 2.060 -1.417 2.904
N 1.756 -0.628 2.072
```

***

The following is a quantum chemistry calculation of a molecular structure, C8H22N2O3Si, from the OMol25 dataset.

Gap between HOMO and LUMO = 9.462 eV
Charge = 0

```
36
C8H22N2O3Si (ωB97M-V/def2-TZVPD)
O -0.011 -1.742 -0.745
O -0.608 0.592 -1.997
O 2.028 -0.216 -1.787
N -0.281 -2.209 2.384
N -1.034 2.953 1.451
C -0.616 -2.400 -1.849
C -0.078 1.752 -2.483
C 2.264 -0.990 -2.908
C 0.188 -1.076 3.184
C -1.585 1.691 0.998
C -0.480 0.245 2.805
C -0.670 0.521 1.326
C 0.676 0.640 0.563
Si 0.521 -0.197 -1.075
H -0.182 -2.051 1.367
H 0.265 -3.043 2.588
H -0.291 3.252 0.856
H -1.763 3.655 1.539
H -0.882 -1.631 -2.583
H 0.079 -3.092 -2.313
H -1.561 -2.918 -1.591
H 0.011 2.485 -1.680
H 0.872 1.503 -2.959
H -0.749 2.146 -3.246
H 2.307 -0.345 -3.793
H 3.225 -1.486 -2.755
H 1.520 -1.796 -2.994
H 1.277 -0.988 3.035
H 0.039 -1.312 4.234
H -2.583 1.503 1.451
H -1.805 1.671 -0.062
H -1.437 0.310 3.346
H 0.079 1.088 3.225
H -1.178 -0.376 0.937
H 0.951 1.689 0.396
H 1.492 0.172 1.134
```

***

The following is a quantum chemistry calculation of a molecular structure, C43H36Br2N11O3Zr, from the OMol25 dataset.

Gap between HOMO and LUMO = 6.457 eV
Charge = +1

```
96
C43H36Br2N11O3Zr (ωB97M-V/def2-TZVPD)
Zr -0.162 0.134 -0.380
C -0.299 -0.272 4.174
C -0.380 -0.506 2.811
N 0.109 0.373 1.941
C 0.661 1.484 2.420
C 0.744 1.689 3.791
N 0.264 0.822 4.674
C 1.175 2.455 1.424
C 1.777 3.638 1.821
C 2.326 4.478 0.870
C 2.210 4.102 -0.461
C 1.558 2.935 -0.796
N 1.052 2.103 0.136
C 1.379 2.523 -2.209
C 1.710 3.346 -3.282
N 1.467 3.001 -4.537
C 0.874 1.825 -4.723
C 0.549 0.990 -3.670
N 0.824 1.334 -2.411
C 3.028 5.726 1.254
C 4.195 6.104 0.605
C 4.830 7.272 1.001
N 4.377 8.065 1.969
C 3.255 7.695 2.584
C 2.552 6.541 2.271
H -0.705 -0.998 4.867
H -0.826 -1.405 2.413
H 1.221 2.571 4.196
H 1.869 3.885 2.867
H 2.617 4.739 -1.230
H 2.171 4.312 -3.128
H 0.646 1.534 -5.741
H 0.064 0.037 -3.824
H 4.632 5.489 -0.172
H 5.750 7.578 0.516
H 2.893 8.352 3.366
H 1.635 6.309 2.799
Br -3.173 -3.914 0.055
C -3.638 -2.175 0.581
C -4.952 -1.935 1.051
C -5.328 -0.690 1.457
Br -7.087 -0.414 2.068
C -4.407 0.393 1.419
C -4.685 1.718 1.831
C -3.713 2.670 1.753
C -2.446 2.316 1.245
N -2.155 1.104 0.848
C -3.117 0.133 0.936
C -2.729 -1.162 0.511
O -1.467 -1.307 0.088
H -5.656 -2.755 1.084
H -5.671 1.960 2.205
H -3.894 3.690 2.061
H -1.668 3.063 1.146
O -2.757 -1.177 -2.759
C -2.737 0.024 -2.626
C -3.700 0.980 -3.312
C -3.237 2.362 -2.875
C -2.081 2.072 -1.944
O -1.404 2.923 -1.373
N -1.834 0.733 -1.829
H -4.714 0.730 -3.003
H -3.647 0.809 -4.387
H -3.991 2.937 -2.336
H -2.879 2.992 -3.690
C 4.355 0.801 2.038
N 4.834 0.721 0.674
C 6.150 0.103 0.643
C 3.856 0.162 -0.265
C 3.142 -1.117 0.143
C 3.937 -2.269 0.192
C 3.422 -3.501 0.561
C 2.079 -3.573 0.900
C 1.290 -2.437 0.830
C 1.759 -1.165 0.424
H 5.072 1.356 2.645
H 4.197 -0.184 2.503
H 3.411 1.340 2.069
H 6.866 0.757 1.144
H 6.479 -0.026 -0.389
H 6.192 -0.874 1.145
H 4.400 0.010 -1.204
H 3.107 0.929 -0.460
H 4.981 -2.200 -0.090
H 4.051 -4.382 0.574
H 1.635 -4.517 1.193
H 0.238 -2.588 1.045
N 1.750 -2.866 -3.191
C 0.522 -3.480 -3.044
C -0.233 -2.623 -2.317
N 0.515 -1.489 -2.031
C 1.701 -1.684 -2.566
H 2.561 -3.245 -3.649
H 0.311 -4.450 -3.456
H -1.253 -2.714 -1.995
H 2.543 -1.017 -2.497
```

***

The following is a quantum chemistry calculation of 2 unconnected molecules or ions with the total composition C3H11N2, from the OMol25 dataset.

Gap between HOMO and LUMO = 11.039 eV
Charge = +1

```
16
C3H11N2 (ωB97M-V/def2-TZVPD)
C 0.092 1.347 -2.338
N 0.239 1.775 -1.087
H -0.661 1.724 -3.058
H 0.577 0.372 -2.578
H -0.257 0.384 -0.033
H 0.095 2.794 -1.108
C -1.108 -1.548 0.688
N -0.276 -0.154 0.906
C 1.125 -0.421 1.256
H -0.428 -2.091 -0.065
H -1.341 -1.981 1.661
H -2.047 -1.142 0.157
H -0.776 0.310 1.544
H 1.770 -1.167 0.636
H 1.257 -0.680 2.362
H 1.740 0.479 1.055
```

***

The following is a quantum chemistry calculation of a molecular structure, C4H10O2, from the OMol25 dataset.

Gap between HOMO and LUMO = 10.756 eV
Charge = 0

```
16
C4H10O2 (ωB97M-V/def2-TZVPD)
C 0.374 -1.064 -0.705
O 0.103 -1.560 0.610
C -0.485 -0.289 0.960
C -0.214 0.153 2.373
C 0.233 0.386 -0.210
O -0.193 1.081 -3.176
H 1.339 -1.407 -1.094
H -0.423 -1.375 -1.404
H -0.226 0.232 -2.719
H -1.568 -0.333 0.771
H -0.597 -0.589 3.081
H -0.721 1.106 2.560
H 0.859 0.282 2.542
H -0.325 1.116 -0.798
H 1.201 0.797 0.092
H 0.644 1.463 -2.886
```